Here is C91H73CrF14O7Pd as an isolated structure from OMol25. Energies are from the ωB97M-V functional and the def2-TZVPD basis.

Geometry as XYZ:
```
187
Properties=species:S:1:pos:R:3:forces:R:3
Pd 21.217 -14.879 -36.170 -1.5 0.0 0.9
Cr 14.095 -11.521 -34.196 0.0 2.9 0.4
C 17.407 -14.175 -34.167 -2.8 1.8 1.3
C 18.386 -14.232 -35.078 5.3 -3.0 -0.1
C 18.827 -13.005 -35.947 4.0 -3.5 -0.8
O 19.959 -12.921 -36.590 -2.3 -1.4 1.8
C 18.046 -11.939 -35.984 -3.2 3.9 0.8
C 16.841 -11.855 -35.149 -2.2 -0.9 -0.1
C 16.536 -13.062 -34.162 0.4 0.9 -1.6
O 15.442 -12.965 -33.619 -0.3 -0.9 0.8
O 15.862 -11.075 -35.272 2.8 -1.0 -0.1
O 19.140 -15.308 -34.935 -0.2 3.0 -2.1
H 17.244 -14.980 -33.466 0.0 -0.2 -0.2
H 18.391 -11.091 -36.557 -0.3 0.1 -0.2
O 11.993 -8.301 -33.531 -0.2 -0.6 -0.3
C 12.624 -9.415 -33.922 1.4 0.1 -0.3
O 13.720 -9.405 -34.528 1.7 1.3 -1.4
O 12.245 -10.537 -33.640 -3.2 -2.4 2.1
H 12.421 -7.574 -33.989 0.2 0.4 0.0
F 12.901 -16.778 -30.757 0.1 0.2 0.0
C 13.239 -17.707 -31.671 1.0 1.6 -0.6
C 14.361 -17.521 -32.472 0.1 0.4 0.7
C 14.725 -18.576 -33.269 0.8 1.2 -0.1
C 13.931 -19.663 -33.351 0.5 -1.6 -1.4
C 12.745 -19.759 -32.689 -0.6 -0.8 -0.3
C 12.401 -18.747 -31.838 -1.2 -0.5 1.1
H 14.958 -16.622 -32.471 -0.1 0.2 0.4
H 15.632 -18.553 -33.856 0.1 0.2 0.0
H 14.308 -20.397 -34.048 -0.4 -0.6 0.1
H 12.100 -20.607 -32.868 -0.1 0.0 0.2
H 11.528 -18.742 -31.203 -0.2 -0.3 -0.1
F 13.588 -12.340 -36.118 -0.4 -0.6 0.9
C 13.809 -12.031 -37.395 -0.5 0.2 -2.7
C 14.750 -12.799 -38.091 -0.4 0.6 -0.9
C 14.920 -12.604 -39.485 -1.0 1.8 1.2
C 14.106 -11.598 -40.077 0.2 -0.8 0.0
C 13.131 -10.900 -39.368 0.7 -0.5 0.0
C 12.957 -11.093 -38.009 1.0 -0.3 0.1
H 15.333 -13.566 -37.602 -0.1 0.0 0.3
H 15.734 -13.113 -39.979 -0.2 -0.1 -0.3
H 14.103 -11.331 -41.123 0.6 -0.4 -0.2
H 12.518 -10.208 -39.926 -0.1 0.1 0.2
H 12.245 -10.449 -37.513 0.0 -0.4 0.6
F 17.910 -5.907 -35.964 -1.6 -0.6 -0.8
C 16.906 -6.453 -36.794 1.5 1.5 0.1
C 16.241 -5.621 -37.679 -0.5 -0.2 -0.8
C 15.408 -6.203 -38.658 0.9 0.0 1.1
C 15.294 -7.588 -38.711 0.0 -0.6 -0.3
C 15.986 -8.418 -37.833 0.3 1.5 0.8
C 16.795 -7.802 -36.855 -0.4 -1.8 -0.3
H 16.415 -4.556 -37.716 0.1 0.0 0.3
H 14.932 -5.564 -39.387 -0.1 -0.1 0.0
H 14.717 -8.065 -39.490 -0.2 0.1 -0.1
H 15.926 -9.496 -37.847 -0.1 -0.1 -0.2
H 17.359 -8.437 -36.189 0.1 0.1 0.2
F 15.326 -10.540 -32.469 0.7 1.1 1.0
C 15.447 -9.615 -31.427 -1.5 0.1 0.1
C 16.691 -9.226 -30.998 0.6 0.5 0.8
C 16.804 -8.397 -29.854 -1.5 0.2 -0.5
C 15.641 -8.012 -29.171 -0.3 -0.4 -0.8
C 14.369 -8.339 -29.690 1.0 -0.3 -0.9
C 14.256 -9.109 -30.868 1.0 -0.2 1.0
H 17.598 -9.541 -31.492 -0.1 -0.1 -0.2
H 17.727 -7.904 -29.588 0.3 -0.5 0.1
H 15.697 -7.440 -28.257 0.1 0.2 -0.1
H 13.479 -7.929 -29.235 -0.1 -0.2 0.1
H 13.278 -9.406 -31.217 0.1 0.0 -0.3
F 18.138 -20.296 -39.161 0.3 -0.2 0.2
C 18.061 -20.209 -37.821 -2.2 -1.3 1.5
C 17.293 -21.215 -37.087 1.5 0.7 -1.3
C 17.197 -21.172 -35.702 0.6 -0.1 -1.0
C 17.702 -20.059 -35.070 0.2 0.2 0.6
C 18.200 -18.995 -35.782 0.7 -0.2 -0.5
C 18.507 -19.095 -37.163 -0.7 0.7 1.3
H 16.943 -22.071 -37.643 -0.1 0.0 -0.1
H 16.839 -21.997 -35.104 -0.3 -0.1 -0.3
H 17.840 -20.044 -33.999 -0.6 0.2 0.3
H 18.385 -18.109 -35.192 0.6 0.3 -0.3
H 18.990 -18.245 -37.623 0.0 -0.1 -0.4
F 22.645 -13.899 -37.530 0.1 -0.6 0.2
C 23.200 -13.129 -38.471 3.2 1.8 -2.5
C 22.878 -11.787 -38.588 -0.7 -0.8 0.9
C 23.581 -10.975 -39.462 -0.7 -0.1 -0.2
C 24.564 -11.490 -40.268 1.0 0.7 -0.5
C 25.044 -12.770 -40.091 -1.0 -1.0 1.1
C 24.345 -13.583 -39.201 -1.4 -0.6 1.3
H 22.096 -11.403 -37.950 -0.1 0.2 0.0
H 23.307 -9.933 -39.535 -0.1 0.1 -0.1
H 25.043 -10.854 -40.999 0.1 0.2 0.0
H 25.951 -13.182 -40.507 -0.1 0.2 -0.5
H 24.659 -14.594 -38.989 0.2 -0.1 -0.1
F 13.565 -12.277 -31.641 -0.2 0.3 -0.1
C 12.604 -12.689 -30.783 -1.0 1.1 1.2
C 11.513 -11.831 -30.436 1.5 -0.7 -0.1
C 10.720 -12.176 -29.351 1.0 -1.5 -0.5
C 10.940 -13.443 -28.746 0.5 0.1 0.3
C 11.974 -14.325 -29.148 -1.1 1.9 -0.2
C 12.840 -13.882 -30.146 -0.5 -0.8 -0.3
H 11.361 -10.871 -30.906 0.2 -0.1 -0.3
H 9.995 -11.430 -29.059 -0.3 -0.4 0.4
H 10.415 -13.714 -27.842 -0.4 0.0 -0.1
H 12.090 -15.290 -28.677 0.1 0.1 0.0
H 13.608 -14.547 -30.513 0.3 0.2 0.1
F 22.542 -6.807 -37.292 -0.5 0.2 -0.1
C 22.024 -7.876 -36.679 0.1 -1.4 1.4
C 22.908 -8.904 -36.359 0.6 0.8 -0.3
C 22.526 -10.013 -35.635 -0.5 -0.3 0.1
C 21.199 -10.150 -35.260 -0.6 0.7 -0.2
C 20.282 -9.144 -35.610 0.9 -0.8 0.1
C 20.705 -7.983 -36.246 -0.3 0.4 -1.0
H 23.938 -8.737 -36.636 0.2 -0.2 -0.1
H 23.225 -10.802 -35.397 0.2 0.1 0.0
H 20.840 -10.992 -34.688 0.1 -0.2 0.0
H 19.242 -9.371 -35.427 -0.2 0.6 0.3
H 19.993 -7.215 -36.510 -0.1 0.2 0.1
F 17.664 -15.209 -37.656 0.0 0.1 -0.4
C 16.537 -15.946 -37.813 -0.6 -0.9 0.8
C 16.047 -16.272 -39.063 1.0 1.8 0.7
C 14.855 -16.953 -39.155 1.1 0.0 -0.7
C 14.275 -17.487 -38.028 -0.9 0.2 0.5
C 14.744 -17.165 -36.745 0.9 0.0 -1.2
C 15.915 -16.393 -36.658 -0.5 -0.3 0.2
H 16.579 -15.797 -39.874 -0.1 -0.3 -0.5
H 14.517 -17.053 -40.176 -0.6 -0.5 0.2
H 13.404 -18.100 -38.205 -0.2 -0.1 0.4
H 14.280 -17.540 -35.845 -0.1 -0.1 0.0
H 16.354 -16.192 -35.692 0.0 0.1 0.1
F 20.328 -15.118 -38.498 -0.3 -0.6 -0.2
C 20.259 -15.318 -39.837 0.0 0.2 -1.3
C 20.407 -14.219 -40.646 1.1 0.6 -0.3
C 20.546 -14.374 -42.019 -1.2 -1.2 -0.1
C 20.358 -15.657 -42.592 0.9 1.5 0.2
C 20.138 -16.758 -41.783 0.2 1.2 -1.1
C 20.097 -16.556 -40.422 -0.3 -1.4 1.5
H 20.628 -13.248 -40.227 -0.3 0.1 0.2
H 20.636 -13.476 -42.612 0.3 -0.1 -0.2
H 20.538 -15.775 -43.651 -0.3 -0.1 -0.1
H 20.030 -17.691 -42.317 -0.1 -0.4 0.7
H 19.945 -17.430 -39.806 0.0 0.0 0.3
F 22.761 -14.585 -30.339 -0.6 0.4 0.1
C 21.597 -13.883 -30.370 -0.3 -0.1 -0.2
C 20.662 -14.179 -31.346 0.3 0.1 -1.1
C 19.561 -13.352 -31.501 0.1 0.2 1.3
C 19.308 -12.369 -30.548 0.2 0.1 -0.5
C 20.179 -12.149 -29.469 -0.2 -0.3 -1.1
C 21.366 -12.882 -29.439 0.1 -0.2 0.3
H 20.838 -14.912 -32.120 0.3 -0.4 0.2
H 18.824 -13.462 -32.284 0.3 -0.3 -0.2
H 18.458 -11.763 -30.822 -0.2 0.3 0.9
H 19.943 -11.394 -28.734 0.2 0.0 0.1
H 22.140 -12.724 -28.703 -0.1 0.1 0.2
F 17.771 -12.571 -41.459 -0.7 -0.6 0.1
C 18.416 -11.508 -40.973 0.3 -0.3 -0.3
C 18.871 -10.605 -41.880 0.7 1.3 -0.3
C 19.691 -9.561 -41.430 -0.4 -0.3 0.0
C 19.976 -9.434 -40.071 0.0 0.1 0.1
C 19.490 -10.370 -39.171 -0.6 0.0 -0.6
C 18.708 -11.415 -39.646 0.2 -0.2 1.4
H 18.573 -10.708 -42.913 0.2 0.0 -0.1
H 20.069 -8.863 -42.163 0.0 0.2 0.1
H 20.540 -8.612 -39.655 0.2 0.2 -0.3
H 19.652 -10.274 -38.108 0.3 0.0 0.0
H 18.391 -12.170 -38.942 -0.3 -0.2 -0.1
F 20.517 -17.550 -32.882 1.1 0.0 -0.2
C 19.816 -18.447 -32.181 -0.2 -1.0 0.2
C 18.571 -18.000 -31.796 0.1 -0.3 0.3
C 17.754 -18.902 -31.143 0.0 0.0 0.2
C 18.166 -20.218 -30.952 -2.2 0.6 0.3
C 19.366 -20.658 -31.403 0.8 -0.6 -0.2
C 20.260 -19.765 -31.938 0.3 1.6 -1.0
H 18.325 -16.963 -31.970 -0.2 0.0 -0.1
H 16.780 -18.597 -30.790 -0.1 0.0 0.0
H 17.418 -20.842 -30.487 0.2 -0.5 0.0
H 19.638 -21.702 -31.437 0.0 -0.1 0.5
H 21.243 -20.107 -32.228 0.1 0.2 -0.2
F 12.694 -13.251 -33.729 -0.3 -0.5 0.1
C 12.017 -14.405 -33.884 -2.9 -2.4 1.3
C 10.979 -14.818 -32.990 0.1 1.2 -0.6
C 10.204 -15.959 -33.247 1.2 0.7 -0.1
C 10.519 -16.779 -34.300 1.1 0.3 -0.4
C 11.580 -16.391 -35.178 -1.6 -1.6 0.7
C 12.278 -15.242 -34.955 1.1 1.7 0.2
H 10.624 -14.233 -32.154 0.5 0.4 0.1
H 9.380 -16.234 -32.605 0.1 0.2 0.2
H 9.973 -17.710 -34.253 0.2 -0.3 -1.1
H 11.854 -17.013 -36.018 0.0 -0.1 0.0
H 13.095 -14.882 -35.563 0.1 -0.4 -0.6
```
Forces are in eV/Å.

As for the largest force on an atom: 6.10 eV Å⁻¹. The expectation value of S² is 12.055. For the LUMO energy (spin up / spin down), the calculation gives -0.1558 / -0.2341 Ha. As for the spin multiplicity: 7. The value obtained for the HOMO energy (spin up / spin down) is -0.3837 / -0.3900 Ha. The net charge is +1. The electronic energy is -6608.21217 a.u.